One molecule with the formula C2H2O3S at a distorted geometry. Source: the OMol25 dataset; level of theory: the ωB97M-V functional and the def2-TZVPD basis.

Calculated values
* energy relative to the best compared isomer or geometry (same formula, charge and spin): 3.9934 eV
* LUMO level (spin up / spin down): -0.4587 / -0.4583 eV
* HOMO (spin up / spin down): -8.63 / -8.63 eV

Element x y z (Å)
C1 0.9466 -1.6757 0.6108
O1 1.5366 -1.6293 1.6252
H1 0.9167 -2.0747 -0.3555
O2 -0.1919 -0.5149 0.5929
S1 -2.8650 -0.9949 -0.0935
H2 -1.6329 0.9454 0.5377
O3 -3.9406 0.0158 -0.0284
C2 -1.4781 -0.1103 0.2404

natural (NBO) population analysis, charges in e, atoms 1 to 5: atom 1 (C): 0.698, atom 2 (O): -0.411, atom 3 (H): 0.189, atom 4 (O): -0.656, atom 5 (S): 1.004



One molecule with the formula C23H31N5O5S at a distorted geometry. Source: the OMol25 dataset; level of theory: the ωB97M-V functional and the def2-TZVPD basis.

Calculated values
* SMILES string: CC(=O)c1ccc(N2CCN(c3ccc(S(=O)(=O)NCCCN(C)C)cc3[N+](=O)[O-])CC2)cc1
* energy relative to the best compared isomer or geometry (same formula, charge and spin): 5.9266 eV
* LUMO level: -0.5670 eV
* HOMO: -8.08 eV

Element x y z (Å)
N1 3.2092 1.5150 1.4767
C1 0.4904 0.5926 -2.9460
N2 0.5104 1.6912 2.6448
C2 -0.1114 -0.0090 1.0693
H1 -3.3953 0.3602 0.0644
H2 -0.4528 -2.0185 -3.3930
C3 4.8273 1.4581 -0.3700
C4 1.7616 0.0296 -3.0194
O1 1.3704 2.1180 3.3968
O2 -1.9637 -1.0736 -1.2020
H3 -5.6840 -1.6839 1.3012
H4 -2.6018 -4.6155 0.6249
N3 3.7751 2.2995 -0.9030
C5 0.3464 1.7524 -2.1868
O3 -1.6719 0.7800 -3.8401
S1 -1.0947 -1.9981 -0.5258
H5 -3.3751 -0.1207 3.5959
H6 4.5588 3.8423 0.2025
H7 1.9359 -0.8517 -3.6163
C6 2.6822 1.7368 -1.5578
C7 2.5385 -0.6377 0.5810
H8 -4.8059 0.8574 1.0350
C8 -4.0892 -0.7845 3.1104
H9 1.2186 3.2056 -0.9360
C9 1.5346 -1.4347 0.0920
C10 -0.6980 0.0794 -3.6744
O4 -0.5067 -3.0355 -1.3261
H10 5.7916 1.9503 -0.5367
H11 -4.0161 -1.7670 3.5731
N4 -1.8432 -2.6852 0.7945
C11 -3.7902 0.4402 1.0771
H12 -1.5514 -1.5674 -4.7109
H13 4.8424 0.5017 -0.8845
H14 3.2585 3.4849 2.1805
C12 1.4046 2.3091 -1.5046
H15 1.7504 -2.3284 -0.4707
O5 -0.6751 1.9456 2.7616
C13 4.5944 1.2569 1.1553
N5 -3.7634 -0.8757 1.6993
C14 0.8984 0.7820 1.6164
C15 -0.6159 -1.3234 -4.2147
H16 -1.1381 0.2219 1.2997
H17 -0.6313 2.2070 -2.1364
H18 2.9714 4.1846 -0.4770
H19 1.8296 3.0661 1.2287
H20 -5.1032 -0.3929 3.2801
H21 -3.1678 1.1238 1.6544
H22 3.5585 -0.9260 0.3954
H23 -3.1068 -3.5023 -0.6581
C16 2.8311 0.5980 -2.3601
H24 -4.5683 -1.5763 -0.0775
H25 0.2025 -1.4134 -4.9258
H26 -2.2507 -1.9174 1.3429
H27 3.8041 0.1512 -2.4963
C17 -4.2093 -3.2690 1.1850
C18 -2.9283 -3.5907 0.4192
C19 2.9039 2.9241 1.3119
H28 5.1876 1.9729 1.7294
C20 3.5747 3.4126 -0.0021
H29 4.8797 0.2570 1.4781
C21 2.2552 0.5755 1.2462
C22 -4.6342 -1.8105 0.9876
H30 -5.0055 -3.9231 0.8263
H31 -4.0532 -3.4760 2.2444
C23 0.2045 -1.0753 0.2699

natural (NBO) population analysis, charges in e, atoms 1 to 5: atom 1 (N): -0.395, atom 2 (C): -0.211, atom 3 (N): 0.514, atom 4 (C): -0.131, atom 5 (H): 0.234



A 7-piece molecular cluster, C44H73FN6O22PS overall at a distorted geometry. Source: the OMol25 dataset; level of theory: the ωB97M-V functional and the def2-TZVPD basis.

Calculated values
* net charge: +1
* LUMO level: -2.2318 eV
* HOMO: -9.71 eV

Element x y z (Å)
N1 -5.7532 -0.0481 2.3186
H1 2.0420 3.9439 0.7412
C1 4.3333 1.1434 -4.7833
O1 0.6350 0.4444 6.7302
C2 -3.0746 4.9593 0.2062
C3 0.2247 -1.4613 7.9340
C4 4.7819 -1.0508 -4.6147
O2 -2.8335 -6.2312 -3.1660
C5 -0.9306 0.9653 -3.4157
H2 0.8662 1.8873 1.6334
H3 3.6911 -1.1196 3.4703
C6 -3.0664 -4.9450 -3.7384
C7 1.6372 -4.1423 -6.0437
H4 -3.2024 3.3096 -1.1857
H5 6.2273 -1.9576 -1.3214
C8 -3.9291 -1.3718 1.2375
H6 -4.1073 3.5213 1.5868
O3 2.7060 1.1706 -1.0283
C9 1.7489 1.9774 -0.3297
H7 5.8856 -2.3550 5.2110
C10 1.7103 -3.4058 -0.8318
H8 -0.5204 0.5079 8.4622
H9 -3.0202 0.7096 -2.9976
O4 5.7275 1.9834 0.1368
C11 -1.2795 1.7146 -0.2014
C12 1.6004 -1.8685 -0.4213
O5 7.5806 0.7960 -0.3598
C13 -2.2710 4.6501 4.2314
O6 -0.5871 -3.5927 -6.0777
C14 -0.7798 -3.5133 1.3843
C15 -5.0095 5.4750 1.9165
H10 -3.4638 -2.3677 1.1958
C16 6.5078 -0.9130 -1.4481
H11 -5.2132 -4.7670 -3.4539
O7 5.3405 -2.0630 -4.3324
H12 -3.4626 5.7348 -0.4991
H13 -1.2984 -0.2004 7.0330
C17 -2.3969 3.8607 -0.6682
H14 7.9282 -1.1674 0.1540
H15 -0.4025 4.5677 0.7693
H16 1.3439 -1.0854 2.8126
C18 -4.3274 4.4214 0.9761
H17 0.1498 -1.7734 3.9600
C19 -0.7397 -0.6285 0.1137
O8 3.8117 -0.9475 -5.5565
H18 -7.3974 5.2849 3.6407
O9 5.0271 0.1518 -4.0294
C20 -2.1801 -0.3997 -0.5506
H19 -4.6707 -4.4537 -5.1155
H20 4.4737 -3.1539 4.4927
H21 -2.8037 3.6792 4.2101
C21 -5.0261 -1.1627 2.0972
H22 -1.8173 4.3911 -1.4665
C22 -4.1572 0.9198 0.6584
O10 -2.7371 -3.0479 -1.0123
C23 0.9467 1.1819 0.7715
H23 -0.4804 2.6280 2.9458
H24 4.4827 -0.4281 4.8956
H25 -5.1002 4.1087 0.2296
H26 -0.1283 4.5952 3.9189
O11 -0.3573 -1.5481 -5.1494
C24 -1.0225 4.7090 3.2639
H27 -1.3157 1.0641 -4.4642
H28 0.6551 -0.2526 -1.5230
C25 1.3363 -0.5827 6.1923
H29 3.9503 1.9285 -4.1328
H30 3.4125 3.3624 -0.2531
C26 0.3149 -1.1511 -0.9514
C27 6.2472 1.0021 -0.3071
H31 2.6498 -3.6346 -1.3675
H32 5.0235 1.5865 -5.5049
O12 -4.6263 -6.4402 -4.4993
O13 1.0235 -1.7597 6.7872
C28 2.6254 3.0396 0.4649
H33 -3.8958 1.8315 0.1078
H34 -7.1503 4.1577 2.1877
H35 0.8704 -1.4234 8.8138
H36 -2.3568 -4.7878 -4.5555
C29 0.3342 -4.4766 -6.7193
O14 -3.6616 -8.2803 -3.6196
H37 -2.3989 5.4924 0.9048
F1 -4.4256 -1.4094 -1.7649
H38 -5.8123 1.8923 1.6185
C30 0.1260 -2.5453 -5.5950
O15 5.6131 -0.4637 3.1535
H39 2.9599 0.7417 -6.4163
O16 -2.3108 -1.7735 -2.9470
C31 4.6345 -1.0424 4.0132
H40 0.3476 -4.2569 -7.7891
H41 -0.9746 5.6283 2.6483
H42 0.0937 2.6573 -4.0547
H43 2.4947 -4.2612 -6.7030
H44 0.0114 -3.9569 2.0364
C32 -0.3604 -0.1190 7.5872
H45 0.0417 -5.5152 -6.5758
C33 -4.4877 -5.0482 -4.2219
H46 1.8236 -1.7417 0.6570
H47 -0.5366 -2.2237 8.0875
H48 -2.4132 2.3275 -2.7391
H49 -0.7204 -3.8503 0.3345
H50 8.6655 -0.6693 -1.3766
C34 -3.7030 -7.1006 -3.7489
H51 -4.3925 6.3726 2.1323
N2 -0.4316 0.7982 0.4083
H52 -2.1078 2.9902 2.3266
H53 -6.8472 3.6051 3.8552
O17 7.0674 -1.3454 1.6839
C35 -2.1787 1.2610 -2.5117
C36 -3.4045 -0.2787 0.4619
O18 1.4584 -2.7727 -5.6811
H54 -0.1145 -1.8256 -1.7311
H55 -1.7397 -3.9175 1.7870
H56 3.1018 2.5852 1.3662
O19 2.1286 -0.4671 5.3073
H57 1.1190 2.5747 -1.0154
S1 -2.8522 -1.7505 -1.6160
H58 -2.9260 5.5097 3.9712
H59 3.4656 1.0171 -0.4368
N3 -1.4156 2.9958 0.0369
C37 -6.7631 4.4897 3.1769
C38 -1.0633 3.3878 2.3804
H60 -0.5453 -0.0650 -3.3403
H61 0.0266 -0.0796 3.4339
H62 0.7900 -3.7565 -1.3405
P1 -0.8012 -1.6824 1.6714
C39 5.2296 -2.3861 4.3382
H63 2.4637 -1.3974 -0.9527
N4 0.1277 2.0041 -3.2690
N5 -2.0520 0.9395 -1.0932
C40 6.3067 -1.4808 2.5927
C41 3.2365 0.3495 -5.4390
H64 -5.9670 5.7814 1.4338
H65 1.8036 -4.7286 -5.1372
C42 7.7870 -0.5712 -0.7392
O20 -5.3813 4.8518 3.1605
H66 1.7551 -3.9639 0.1361
H67 1.0057 1.5006 -3.4349
H68 -2.9307 -4.1606 -2.9977
H69 6.5393 -0.6850 -2.5113
O21 5.5593 -0.0494 -0.8179
H70 1.5906 0.3659 1.1457
C43 0.2544 -1.1102 3.0743
O22 6.0111 -2.6665 3.1770
H71 2.3393 0.2817 -4.8173
H72 -5.3571 -2.0416 2.6910
H73 -1.9856 4.8187 5.2974
N6 -0.6189 3.6030 0.9892
C44 -5.2585 0.9306 1.5420

Löwdin population analysis, charges in e, atoms 1 to 5: atom 1 (N): 0.091, atom 2 (H): 0.065, atom 3 (C): -0.110, atom 4 (O): 0.068, atom 5 (C): -0.149



C4H6NO2 as an isolated structure at a distorted geometry. Source: the OMol25 dataset; level of theory: the ωB97M-V functional and the def2-TZVPD basis.

Calculated values
* net charge: -1
* energy relative to the best compared isomer or geometry (same formula, charge and spin): 5.8862 eV
* LUMO level: 4.3060 eV
* HOMO: -2.72 eV

Element x y z (Å)
O1 2.0861 -0.7232 0.2521
N1 1.1388 0.8556 0.3094
H1 1.4504 -2.7151 0.0443
H2 -0.8305 -1.7714 -0.5822
H3 -0.1642 0.7323 -1.6106
C1 -0.1051 -1.0729 -0.2604
H4 -2.2503 0.3665 0.1256
H5 -1.3061 0.8011 1.5117
C2 -0.1237 0.3595 -0.1796
C3 1.0999 -1.5898 0.0123
H6 -1.3385 1.9834 0.2780
O2 1.7232 1.7772 -0.3871
C4 -1.3799 0.9968 0.4864

natural (NBO) population analysis, charges in e, atoms 1 to 5: atom 1 (O): -0.601, atom 2 (N): 0.103, atom 3 (H): 0.140, atom 4 (H): 0.197, atom 5 (H): 0.011



C3H6S3 as an isolated structure at a distorted geometry. Source: the OMol25 dataset; level of theory: the ωB97M-V functional and the def2-TZVPD basis.

Calculated values
* energy relative to the best compared isomer or geometry (same formula, charge and spin): 3.1228 eV
* LUMO level: -0.6988 eV
* HOMO: -8.27 eV

Element x y z (Å)
H1 1.9741 -0.0016 0.1648
H2 0.4051 -1.6114 -0.0297
S1 -1.8112 -0.0469 -0.5843
H3 0.3591 -0.1396 1.3157
H4 1.9303 0.7388 2.0158
S2 -2.4089 2.4584 0.3652
H5 -0.9683 -2.4425 -1.2655
C1 -1.1279 1.3611 -0.1705
S3 0.5259 1.7583 0.1450
C2 1.3840 0.3740 1.0335
H6 0.1200 -1.0292 -2.0045
C3 -0.3822 -1.4194 -0.9855

natural (NBO) population analysis, charges in e, atoms 1 to 5: atom 1 (H): 0.245, atom 2 (H): 0.248, atom 3 (S): 0.442, atom 4 (H): 0.246, atom 5 (H): 0.264



C4H7BiLiO2 as an isolated structure at a distorted geometry. Source: the OMol25 dataset; level of theory: the ωB97M-V functional and the def2-TZVPD basis.

Calculated values
* net charge: +3
* LUMO level (spin up / spin down): -14.8988 / -15.1962 eV
* HOMO (spin up / spin down): -22.13 / -20.97 eV

Element x y z (Å)
H1 2.9550 0.5772 0.3893
H2 -2.3418 -0.1627 -1.2203
Li1 -2.1360 2.0531 1.7866
C1 -1.6152 0.1502 -0.4853
Bi1 1.3812 0.5145 -0.8431
C2 0.5144 -1.2745 -0.3184
H3 2.2780 -2.2118 0.7682
H4 -0.3459 -1.8521 -0.6967
H5 -2.2144 2.2457 -0.7574
H6 0.1055 -1.5429 0.6207
H7 -1.5836 -0.3861 0.4504
C3 1.8960 -1.2754 0.3686
O1 -0.2767 1.9304 -0.0171
C4 -1.4777 1.5908 -0.2950
O2 2.8611 -0.3563 0.2494

natural (NBO) population analysis, charges in e, atoms 1 to 5: atom 1 (H): 0.541, atom 2 (H): 0.286, atom 3 (Li): 0.995, atom 4 (C): -0.341, atom 5 (Bi): 2.040



C14H10AgO9S as an isolated structure at a distorted geometry. Source: the OMol25 dataset; level of theory: the ωB97M-V functional and the def2-TZVPD basis.

Calculated values
* net charge: -3
* energy relative to the best compared isomer or geometry (same formula, charge and spin): 0.0000 eV
* LUMO level: 5.8001 eV
* HOMO: 1.08 eV

Element x y z (Å)
S1 -0.3876 2.4808 1.7752
O1 0.0008 0.2885 -1.2850
O2 0.3208 1.2130 1.7550
O3 -1.9497 -7.1676 0.6986
C1 -2.3585 -3.8696 2.2225
C2 -1.6835 -5.9829 0.9521
C3 -2.7315 -5.1664 1.7930
C4 2.6258 3.2657 -2.5738
H1 0.0127 4.5714 0.8093
C5 1.1961 3.1286 -3.1766
O4 2.5449 0.6060 -0.1261
C6 -0.1869 -3.9988 0.9203
C7 0.7820 1.1793 -1.6868
H2 1.0396 3.3684 0.0464
H3 -1.0594 2.0429 -0.4783
O5 0.8800 3.9082 -4.0858
C8 2.1617 1.3616 -1.0364
C9 -1.5545 2.4458 0.4095
H4 -3.0819 -3.2661 2.7626
C10 0.3450 2.1505 -2.6219
H5 -0.6716 2.0390 -2.9809
H6 -1.9387 3.4566 0.2645
C11 -1.1578 -3.2493 1.8410
O6 -3.8068 -5.7143 2.0693
O7 3.4080 4.0696 -3.1120
H7 -2.3838 1.7871 0.6662
C12 0.6742 3.7254 1.0165
O8 -0.8335 -2.1022 2.2131
H8 1.5187 3.9805 1.6478
C13 2.9683 2.4259 -1.4826
H9 0.2353 -5.9011 0.0165
C14 -0.5035 -5.3232 0.5643
O9 0.8572 -3.4329 0.5207
H10 3.9208 2.6187 -1.0027
Ag1 0.7971 -0.9388 0.6847

natural (NBO) population analysis, charges in e, atoms 1 to 5: atom 1 (S): 1.254, atom 2 (O): -0.731, atom 3 (O): -0.997, atom 4 (O): -0.697, atom 5 (C): -0.562